Record 1
16
Properties=species:S:1:pos:R:3:lowdin_charge:R:1 method="wB97M-V/def2-TZVPD" fmax_ev_per_a=0.4 energy_ha=-234.45451 charge=0 homo_lumo_gap_ev=7.89 relative_energy_kj_mol=388.57
H -1.586 -0.357 -0.813 0.1274
C 1.047 -0.176 0.621 -0.1305
H -1.118 1.868 1.815 0.0922
H 1.591 -2.261 -1.051 0.0105
C -0.950 0.786 1.883 -0.0395
H 0.790 1.054 -2.048 0.1154
C 0.418 0.124 -1.592 -0.2659
C 1.558 -0.339 -0.722 -0.0512
H 1.026 -2.764 -0.996 0.0706
H -1.290 1.378 -0.898 0.1190
C -0.807 0.412 -0.707 -0.1527
H -1.938 0.316 1.954 0.0880
H -0.390 0.582 2.799 0.0807
H 0.233 -0.558 -2.430 0.1017
C -0.216 0.325 0.669 -0.2635
H 1.633 -0.390 1.514 0.0978

Record 2
16
Properties=species:S:1:pos:R:3:lowdin_charge:R:1 method="wB97M-V/def2-TZVPD" fmax_ev_per_a=2.5 energy_ha=-234.38096 charge=0 homo_lumo_gap_ev=5.12 relative_energy_kj_mol=581.67
C -0.384 -0.389 0.078 -0.0355
H -3.377 0.016 0.908 0.0212
C -1.351 0.676 0.310 -0.3195
H -0.811 -1.378 0.104 0.0976
H 2.559 1.226 -0.403 0.0687
C 1.577 1.066 0.018 0.0802
C 1.016 -0.161 -0.012 -0.3686
H -3.407 0.605 -0.737 0.0255
H 2.881 -1.288 0.153 0.0762
H 1.464 -2.223 0.186 0.0743
C 1.902 -1.353 -0.314 -0.0678
H -1.374 0.977 -0.773 0.1321
H 1.044 1.936 0.374 0.0578
H -1.024 1.507 0.945 0.1001
H 1.887 -1.584 -1.378 0.0838
C -2.748 0.203 0.026 -0.0260

Record 3
20
Properties=species:S:1:pos:R:3:lowdin_charge:R:1 method="wB97M-V/def2-TZVPD" smiles="C[C@@H]1C=CC=N[C@@H]1B(O)O" fmax_ev_per_a=4.4 energy_ha=-464.73842 charge=0 homo_lumo_gap_ev=8.83 relative_energy_kj_mol=117.24
C -0.178 1.066 1.017 -0.0510
H -3.101 -0.462 -1.491 0.1105
H 0.106 0.322 1.830 0.1008
O -0.120 -2.262 1.897 0.2164
H 0.397 -2.570 2.584 0.0647
H 0.254 2.142 1.141 0.1207
H 2.343 -2.750 1.544 0.0917
C -0.162 1.156 -1.445 -0.0736
C 0.030 -0.936 -0.392 -0.2007
C -2.047 -0.329 -1.217 -0.1707
B 0.735 -1.869 0.936 -0.5540
O 2.056 -2.229 0.801 0.1783
C 0.405 0.546 -0.234 -0.3919
H 0.492 1.889 -2.028 0.1378
H 0.501 -1.302 -1.311 0.1449
C -1.373 0.802 -1.821 -0.0973
H 1.402 0.641 -0.184 0.1005
N -1.366 -1.181 -0.589 0.0847
H -1.799 1.398 -2.691 0.1210
H -1.206 1.315 0.980 0.0671

Record 4
18
Properties=species:S:1:pos:R:3:lowdin_charge:R:1 method="wB97M-V/def2-TZVPD" smiles=CC1([C@](C)(Cl)Br)CC1 fmax_ev_per_a=4.5 energy_ha=-3268.75627 charge=0 homo_lumo_gap_ev=10.81 relative_energy_kj_mol=95.06
H -0.506 1.020 2.208 0.0435
H -1.681 0.994 -2.189 0.0487
H -0.071 1.201 -1.871 0.0385
C 0.998 -1.244 -0.021 -0.1113
H 1.375 -1.854 0.856 0.1340
C -0.991 0.458 -0.282 -1.1434
Cl -1.416 2.048 0.186 0.7203
C 0.294 -0.047 0.455 -0.5153
H -0.963 -0.438 -2.409 0.1087
H 2.492 0.255 0.384 0.0664
H -0.753 -0.725 2.106 0.0353
C -0.057 0.054 1.961 -0.0739
H 1.668 0.467 -1.222 0.0966
H 0.535 -1.888 -0.701 0.0868
Br -2.591 -0.777 -0.002 0.6380
H 0.799 -0.101 2.540 0.0627
C -0.821 0.496 -1.795 -0.2153
C 1.691 0.079 -0.206 -0.0203

Record 5
23
Properties=species:S:1:pos:R:3:lowdin_charge:R:1 method="wB97M-V/def2-TZVPD" smiles="CCOP(=O)(OCC)[C@@](F)(Br)C#N" fmax_ev_per_a=3.7 energy_ha=-3530.34552 charge=0 homo_lumo_gap_ev=10.93 relative_energy_kj_mol=0.00
Br -2.867 1.607 -0.262 0.8522
H 0.043 -4.208 0.715 0.0950
O 0.005 1.304 0.488 -0.2649
H 2.593 2.332 -0.471 0.0857
F -2.279 -0.382 -1.921 -0.0175
H 1.226 3.375 0.168 0.0845
O 0.772 -0.664 -1.102 -0.1937
H 0.993 2.047 1.980 0.1004
N -0.552 2.261 -3.079 0.2175
C -1.596 0.657 -1.377 -0.8877
H 0.657 -2.975 -0.330 0.0525
C -1.305 -2.423 0.425 -0.2360
H 0.721 -2.537 1.347 0.0921
C 1.261 1.524 1.094 -0.2561
C -1.038 1.554 -2.321 -0.2697
O -1.074 -1.008 0.702 -0.2259
C 0.080 -3.077 0.595 -0.1080
H 2.710 3.090 1.184 0.0717
H -1.981 -2.847 1.266 0.1413
P -0.272 -0.044 -0.332 0.4741
H -1.774 -2.785 -0.478 0.1073
H 1.634 0.503 1.285 0.1264
C 2.044 2.695 0.423 -0.0412

Record 6
22
Properties=species:S:1:pos:R:3:lowdin_charge:R:1 method="wB97M-V/def2-TZVPD" smiles="CCCON(CC(=O)Br)C(=O)O" fmax_ev_per_a=9.3 energy_ha=-3164.13644 charge=0 homo_lumo_gap_ev=9.67 relative_energy_kj_mol=382.76
C 0.789 -2.371 0.499 -0.1023
O 0.547 -0.144 0.102 -0.1970
C 0.962 0.908 -0.877 -0.1401
O -1.974 -0.381 -1.297 -0.0003
Br 1.653 -1.747 3.491 0.5962
H 1.283 2.381 0.917 0.1182
H -1.404 1.473 0.725 0.0818
H 1.023 3.212 -0.802 0.1126
C 0.660 2.352 -0.088 -0.1996
C 0.259 -2.061 2.044 -0.5701
O -1.030 -2.041 2.393 -0.0680
H 0.559 -3.485 0.173 0.1598
H 2.116 0.831 -1.146 0.1396
H -1.850 -0.180 -2.275 0.1293
N 0.366 -1.326 -0.512 -0.1024
H -1.198 3.340 0.881 0.0845
H -1.463 2.549 -0.904 0.0828
C -1.053 -1.524 -1.003 -0.2417
H 1.979 -2.309 0.570 0.1331
H 0.264 0.864 -1.814 0.1194
C -0.979 2.415 0.163 -0.1367
O -1.511 -2.757 -1.239 0.0011

Record 7
19
Properties=species:S:1:pos:R:3:lowdin_charge:R:1 method="wB97M-V/def2-TZVPD" smiles="CC(C)(C)C(=O)C(Cl)Cl" fmax_ev_per_a=1.4 energy_ha=-1230.23337 charge=0 homo_lumo_gap_ev=10.47 relative_energy_kj_mol=7.77
C -2.170 0.780 -1.052 -0.0481
H -3.537 -0.888 0.543 0.0862
C 1.020 0.040 0.426 -1.0278
H -2.088 -1.811 1.156 0.0897
H -1.251 0.448 2.339 0.0835
Cl 2.446 -0.952 0.276 0.6377
H -0.996 1.739 1.221 0.0635
Cl 1.278 1.641 -0.342 0.6142
C -0.226 -0.619 -0.247 -0.4323
H 0.826 0.198 1.510 0.0653
H -3.226 0.970 -0.851 0.0892
C -1.658 0.867 1.403 -0.0543
H -2.704 1.095 1.584 0.0817
H -2.180 0.198 -1.958 0.0855
H -1.574 1.683 -1.215 0.0745
O -0.089 -1.490 -1.077 0.0830
C -1.630 -0.047 0.117 -0.5310
C -2.535 -1.264 0.334 -0.0499
H -2.673 -1.964 -0.489 0.0893

Record 8
19
Properties=species:S:1:pos:R:3:lowdin_charge:R:1 method="wB97M-V/def2-TZVPD" fmax_ev_per_a=1.6 energy_ha=-1496.03178 charge=+1 homo_lumo_gap_ev=9.82
C 0.969 -0.144 0.224 -0.8936
C 1.644 1.016 0.089 -0.7664
H -2.119 -1.921 -1.206 0.1105
H -1.509 0.995 -0.656 0.0531
C 2.664 1.282 -0.972 -0.0917
H 2.145 1.754 -1.802 0.1082
C -1.609 -1.427 0.883 -0.3288
H 0.344 -0.894 2.635 0.0515
H 3.396 1.965 -0.556 0.0830
Cl 1.251 -1.476 -0.825 0.7512
H -2.806 0.339 -1.817 0.0761
Cl 1.360 2.324 1.174 0.7491
H -1.220 -2.444 0.888 0.0912
P -0.272 -0.363 1.498 1.0316
C -1.978 -1.078 -0.544 -0.2446
H -2.480 -1.343 1.522 0.1046
H -0.837 0.879 1.774 0.0214
C -2.098 0.164 -1.021 0.0251
H 3.154 0.373 -1.287 0.0684